Entry 1:
Formula: Cl2HISi
Source: the OMol25 dataset
Level of theory: the ωB97M-V functional and the def2-TZVPD basis

Bonds (Å) are listed after each position.
Element x y z (Å)
1 Si -0.1433 0.4541 0.1684  Cl2 1.934, I4 2.491, H5 1.446
2 Cl -0.1448 1.3281 -1.5566  Si1 1.934
3 Cl -0.3618 -2.5411 -0.5644  no bonds
4 I 2.0727 0.7410 1.2703  Si1 2.491
5 H -1.4227 0.0179 0.6824  Si1 1.446

The multiplicity is 1. The lowest unoccupied orbital energy is -1.61 eV.

Löwdin population analysis, charges in e, atoms 1 to 4: -0.23 0.33 -0.43 0.43

***

Entry 2:
Formula: CH3NO2S
Source: the OMol25 dataset
Level of theory: the ωB97M-V functional and the def2-TZVPD basis

Bonds (Å) are listed after each position.
Element x y z (Å)
1 C 0.7805 0.5345 -0.7986  S5 1.767, H6 1.099, H7 1.040
2 N -0.0136 -0.4733 1.2929  S5 1.626, H8 1.040
3 O -1.2567 -1.1476 -0.7986  S5 1.424
4 O -1.5469 1.1311 0.0244  S5 1.416
5 S -0.7394 -0.0257 -0.0914  C1 1.767, N2 1.626, O3 1.424, O4 1.416
6 H 0.9312 1.4871 -0.2725  C1 1.099
7 H 1.6495 -0.0347 -0.8531  C1 1.040
8 H 0.1955 -1.4714 1.4969  N2 1.040

The multiplicity is 1. The lowest unoccupied orbital energy (spin up / spin down) is -2.10 / -2.72 eV.

Löwdin population analysis, charges in e, atoms 1 to 4: 0.07 -0.01 -0.32 -0.29

***

The records above yield relative energy (zero: lowest compared OMol25 entry of this formula, charge and spin) values of 55.3, 99.9 kcal per mole, respectively.